# 1
Here is a 5-piece molecular cluster, C26H61N3O2 overall from the OMol25 dataset. Energies are from ωB97M-V with the def2-TZVPD basis set.

```
92
Properties=species:S:1:pos:R:3:mulliken_charge:R:1
O -0.06572 13.10901 3.40608 -0.45
O 1.85650 9.15242 -0.37195 -0.46
N 6.99817 8.45680 5.88199 0.45
N 3.84510 7.81012 -4.47657 0.39
N -1.05436 6.11449 4.89887 0.12
C 5.30060 5.83251 -5.17514 -1.30
C 3.51882 8.19897 0.87793 -0.26
C 2.00251 7.85542 -0.97043 0.09
C 8.52339 6.52990 6.19938 -1.18
C 0.89456 12.26300 2.78961 -0.44
C 2.79580 7.56910 -5.45768 -0.59
C 1.14022 5.72031 3.65264 -0.87
C 6.10089 7.98709 4.84716 -0.61
C 4.78743 8.82423 -4.96675 -0.43
C 4.48742 6.54474 -4.09576 -0.69
C 7.75525 10.37780 7.24741 -1.41
C 3.25801 7.25989 -0.32239 -0.04
C 1.74510 11.69505 3.93348 -0.15
C 0.18898 6.66852 4.38821 -0.78
C -2.35145 6.70897 2.86758 -1.30
C -1.93420 5.62774 3.84042 -0.24
C -0.39256 12.46901 4.62384 -0.46
C 1.81921 8.74695 -5.55468 -1.31
C -0.82561 5.07796 5.90046 -0.52
C 5.96421 9.03617 -4.02622 -1.34
C 7.44535 7.43416 6.79309 -0.53
C -1.97754 4.92342 6.87004 -1.27
C 2.22952 9.01289 0.97719 0.22
C 0.96810 12.06883 5.18697 -0.52
C 6.25199 8.73578 3.53076 -1.31
C 6.64927 9.75895 6.41516 -0.34
H 1.43271 8.50529 1.54933 -0.23
H 4.73946 5.73774 -6.10608 0.29
H 0.91835 11.29759 5.95566 0.36
H 5.51823 4.81668 -4.84301 0.44
H -1.77409 4.10928 7.57395 0.39
H 2.77910 12.04137 3.91282 0.26
H 3.18497 6.23494 0.04310 0.38
H -0.88559 13.21588 5.24490 0.33
H 2.27804 9.59489 -6.06384 0.34
H 6.25777 6.91769 4.70902 0.38
H 2.20474 6.72551 -5.09202 0.40
H 2.32580 9.97903 1.47253 0.11
H 6.23168 8.10295 2.64746 0.30
H 1.38885 12.94914 5.67773 0.23
H -0.55845 4.10768 5.44262 0.31
H 6.22795 6.36213 -5.39125 0.24
H 3.81750 7.75342 1.82540 0.12
H 5.65739 8.98862 -2.98358 0.28
H 6.58862 6.82931 7.14921 0.30
H 5.10798 8.54837 -5.98441 0.41
H 0.07757 5.34113 6.46071 0.39
H 1.46413 4.86837 4.25319 0.36
H -2.81114 5.19348 4.31911 0.37
H 5.70268 9.70697 6.98341 0.32
H 6.33899 10.04878 -4.20744 0.41
H 9.42648 7.09665 5.98803 0.27
H 0.35616 11.46409 2.25970 0.26
H 7.50138 11.41002 7.49899 0.42
H 4.32239 8.86513 0.55537 0.24
H 3.18439 7.35159 -6.46329 0.33
H 1.07966 7.27650 -0.84887 0.27
H 0.91967 8.45772 -6.09807 0.43
H 6.49624 10.43116 5.56843 0.28
H 0.61562 5.29158 2.79392 0.26
H -0.04579 7.51160 3.73225 0.30
H 7.85052 7.85457 7.71361 0.28
H 1.43124 12.84279 2.04117 0.36
H 7.92455 9.88058 8.20416 0.36
H 5.05783 8.08516 5.20640 0.32
H 7.22256 9.24238 3.51269 0.48
H 8.20552 5.98692 5.30757 0.30
H 5.53809 9.56000 3.48062 0.24
H 4.22568 9.75533 -5.02586 0.41
H 1.51471 9.06386 -4.55654 0.21
H -2.93857 4.66480 6.42433 0.32
H 8.69580 10.37100 6.69657 0.31
H 2.02056 6.26091 3.30718 0.20
H -1.57858 6.88085 2.11605 0.20
H 3.67533 5.89224 -3.76760 0.51
H -1.05148 11.60572 4.46716 0.24
H 1.83854 10.60642 3.85070 0.01
H 8.73214 5.73653 6.92663 0.39
H -1.46307 4.81566 3.25950 0.31
H 4.05657 7.29864 -1.06092 -0.21
H 2.12258 8.08626 -2.02853 -0.30
H 5.12026 6.73709 -3.22723 0.29
H -2.10701 5.83231 7.45844 0.30
H 6.80881 8.37680 -4.22178 0.27
H -2.49346 7.66577 3.37725 0.31
H -3.29045 6.45443 2.37949 0.41
H 0.73108 7.14772 5.21235 0.40
```

Computed properties:
- Spin multiplicity: 1
- E_tot: -36514.6651 eV
- Energy relative to the best compared isomer or geometry (same formula, charge and spin): 0.5 kcal/mol
- SMILES: CCN(CC)CC.CCN(CC)CC.CCN(CC)CC.C1CCOC1.C1CCOC1
- Gap between HOMO and LUMO: 8.82 eV
- Highest occupied orbital energy: -8.138 eV
- LUMO: 0.68 eV

# 2
Here is an isolated ion of composition CF2O4S2 and charge -2 from the OMol25 dataset. Energies are from ωB97M-V with the def2-TZVPD basis set.

```
9
Properties=species:S:1:pos:R:3:nbo_charge:R:1
S 1.66850 0.53914 -0.52284 1.38
S -1.64065 0.72547 0.12241 1.42
F -0.16449 -1.59416 -0.52548 -0.38
F 0.07563 -0.83947 1.39546 -0.38
O -1.77115 0.85465 -1.36999 -1.08
O 2.64173 -0.59547 -0.43826 -1.07
O -2.62312 -0.24256 0.66678 -1.08
O 1.92189 1.57223 0.52298 -1.07
C -0.10833 -0.41982 0.14893 0.25
```

Computed properties:
- Spin multiplicity: 1
- E_tot: -36330.9722 eV
- Net charge: -2
- Gap between HOMO and LUMO: 5.63 eV
- Highest occupied orbital energy: 0.693 eV
- LUMO: 6.32 eV

# 3
Here is one molecule with the formula C2H6O2P2 from the OMol25 dataset. Energies are from ωB97M-V with the def2-TZVPD basis set.

```
12
Properties=species:S:1:pos:R:3:nbo_charge:R:1
P -1.41608 1.06611 0.30705 1.37
P 1.61711 -0.01421 -0.72957 1.30
O 0.18950 0.06304 -0.19289 -1.04
O -2.69620 0.28424 0.16914 -1.06
C 1.45745 -1.19293 -2.17971 -0.97
C -0.94264 0.98743 2.13155 -1.02
H 2.33236 -1.74783 -2.00909 0.23
H 0.05984 0.28552 2.26745 0.23
H -1.88069 0.56484 2.72686 0.25
H 0.55744 -1.62470 -1.92679 0.26
H -0.83776 1.97049 2.43917 0.22
H 1.55966 -0.64198 -3.00318 0.24
```

Computed properties:
- Spin multiplicity: 1
- E_tot: -24841.8763 eV
- Energy relative to the best compared isomer or geometry (same formula, charge and spin): 39.2 kcal/mol
- Gap between HOMO and LUMO (alpha / beta): 5.82 / 5.82 eV
- Highest occupied orbital energy (alpha / beta): -7.791 / -7.793 eV
- LUMO (alpha / beta): -1.97 / -1.97 eV